Entry 1:
# C2H2N2O

A cluster of 2 separate species, C2H2N2O in total (ωB97M-V/def2-TZVPD, the Open Molecules 2025 dataset).

- Structure (SMILES): C#[N+][O-].C#N
- Lowest unoccupied orbital energy: 0.0188 Eh
- HOMO level: -10.29 eV
- ΔE to the lowest compared entry with this formula, charge and spin: 92.2 kcal per mole
- Kohn-Sham gap: 10.80 eV

The geometry in ORCA input format:
```
! RIJCOSX wB97M-V def2-TZVPD def2/J DEFGRID3
* xyz 0 1
C 1.61606 0.76767 -0.10121
C -1.65088 -0.31957 -0.04060
N -1.50351 0.76384 -0.37990
N 1.11123 -0.29434 -0.03436
O 0.93439 -1.46944 0.03617
H 1.29768 1.80419 0.17702
H -1.80497 -1.25234 0.34288
*
```

Entry 2:
# C2H2N2O

The molecule C2H2N2O (ωB97M-V/def2-TZVPD, the Open Molecules 2025 dataset).

- Lowest unoccupied orbital energy: -0.0516 Eh
- HOMO level: -10.11 eV
- ΔE to the lowest compared entry with this formula, charge and spin: 115.9 kcal per mole
- Kohn-Sham gap: 8.71 eV

The geometry in ORCA input format:
```
! RIJCOSX wB97M-V def2-TZVPD def2/J DEFGRID3
* xyz 0 1
O 0.42096 2.16534 0.63204
C -0.13463 1.14866 0.31217
C 0.21454 -0.10311 1.00495
N 0.87207 -0.91198 0.28734
N 0.32183 -1.80259 -0.42321
H -0.91941 1.08892 -0.48562
H -0.67854 -1.65836 -0.17335
*
```

Entry 3:
# C2H2N2O

A structure of composition C2H2N2O (ωB97M-V/def2-TZVPD, the Open Molecules 2025 dataset).

- Lowest unoccupied orbital energy: -0.0050 Eh
- HOMO level: -10.26 eV
- ΔE to the lowest compared entry with this formula, charge and spin: 75.0 kcal per mole
- Kohn-Sham gap: 10.12 eV

The geometry in ORCA input format:
```
! RIJCOSX wB97M-V def2-TZVPD def2/J DEFGRID3
* xyz 0 1
C -0.77579 -0.64710 -0.21762
C 0.25898 -0.03456 0.66220
N -0.45064 -0.18192 -1.34875
N 0.83522 0.65988 -0.41130
O 0.55698 -0.13171 1.79787
H -1.62649 -1.26780 -0.15875
H 1.20174 1.60321 -0.32366
*
```

Entry 4:
# C2H2N2O

The molecule C2H2N2O (ωB97M-V/def2-TZVPD, the Open Molecules 2025 dataset).

- Lowest unoccupied orbital energy (alpha / beta): 0.0018 / -0.0601 Eh
- HOMO level (alpha / beta): -8.81 / -9.52 eV
- Expectation value of S²: 2.019
- ΔE to the lowest compared entry with this formula, charge and spin: 75.7 kcal per mole
- Kohn-Sham gap (alpha / beta): 8.87 / 7.89 eV

The geometry in ORCA input format:
```
! RIJCOSX wB97M-V def2-TZVPD def2/J DEFGRID3
* xyz 0 3
C 0.63145 0.40698 -0.00120
C 0.95126 -0.88677 -0.00667
N -0.68242 0.77185 -0.01253
N -1.52497 -0.07277 0.02771
O -2.69325 -0.26175 -0.00946
H 1.32885 1.24342 0.02436
H 1.98909 -1.20096 -0.02221
*
```

Entry 5:
# C2H2N2O2

The molecule C2H2N2O2 (ωB97M-V/def2-TZVPD, the Open Molecules 2025 dataset).

- Structure (SMILES): O=c1cn[nH]o1
- Lowest unoccupied orbital energy: -0.0047 Eh
- HOMO level: -10.48 eV
- ΔE to the lowest compared entry with this formula, charge and spin: 76.2 kcal per mole
- Kohn-Sham gap: 10.35 eV

The geometry in ORCA input format:
```
! RIJCOSX wB97M-V def2-TZVPD def2/J DEFGRID3
* xyz 0 1
C -0.14982 0.73280 0.38519
C -0.27551 -0.58717 0.98965
H -0.44536 -0.88425 1.97109
H 1.18721 -1.13080 -1.46464
N 0.07053 -1.48405 0.22771
N 0.28813 -0.97641 -1.16447
O -0.38080 1.90632 0.66892
O 0.29324 0.38924 -0.94369
*
```

Entry 6:
# C2H2N2O2

A cluster of 2 separate species, C2H2N2O2 in total (ωB97M-V/def2-TZVPD, the Open Molecules 2025 dataset).

- Lowest unoccupied orbital energy (alpha / beta): -0.0204 / -0.0586 Eh
- HOMO level (alpha / beta): -9.44 / -9.66 eV
- ΔE to the lowest compared entry with this formula, charge and spin: 115.9 kcal per mole
- Kohn-Sham gap (alpha / beta): 8.88 / 8.06 eV

The geometry in ORCA input format:
```
! RIJCOSX wB97M-V def2-TZVPD def2/J DEFGRID3
* xyz 0 1
C 0.40388 -0.02312 1.36996
C -0.60361 1.00197 0.76458
N 0.11437 0.15074 0.04484
N 0.50998 -0.57411 -1.79014
O 0.86917 -0.52585 2.33957
O -1.45113 1.80094 0.86848
H -0.39938 -0.20015 -2.10684
H 0.55672 -1.63041 -1.49045
*
```